# 1
Molecular formula: C2H3IP2
Method: DFT, the ωB97M-V functional and the def2-TZVPD basis

highest occupied orbital energy (alpha / beta): -8.073 / -8.121 eV
2S+1: 1
orbital gap (alpha / beta): 7.15 / 7.23 eV
energy relative to the best compared isomer or geometry (same formula, charge and spin): 98.5 kcal per mole

Cartesian coordinates (Å):
H1 -0.5615 -0.6751 1.6276
C1 -1.4881 -0.3991 -0.8152
P1 -0.1917 -0.7576 0.2710
I1 -1.0179 -0.6448 -2.7975
H2 0.9473 -1.4166 0.4512
H3 0.0279 2.5279 -2.1139
P2 0.8614 2.1833 -0.9190
C2 0.4100 0.8479 -0.0629

Atoms 1-2, force components in eV/Å:
H -0.5 -0.3 -0.3
C 0.8 0.2 0.5



# 2
Molecular formula: C6H8N2OS
Method: DFT, the ωB97M-V functional and the def2-TZVPD basis

highest occupied orbital energy: -8.436 eV
2S+1: 1
orbital gap: 8.72 eV
SMILES string: NC(=O)/C=C/C=C\N=C\S
energy relative to the best compared isomer or geometry (same formula, charge and spin): 32.9 kcal per mole

Cartesian coordinates (Å):
H1 -0.2791 3.1045 0.0891
S1 3.4760 -1.4814 0.0385
N1 1.9838 0.6475 -0.3032
C1 2.5007 -0.1290 0.5358
C2 1.3097 1.8195 -0.1117
H2 3.4739 -1.1848 -1.2624
C3 -1.1029 1.1392 0.0898
C4 -0.0067 2.0620 0.0131
C5 -1.1191 -0.1716 -0.1949
H3 -0.2397 -0.6861 -0.5560
C6 -2.3513 -0.9462 -0.0010
N2 -2.2151 -2.2919 -0.1748
H4 -3.0152 -2.8697 0.0186
O1 -3.4240 -0.4558 0.2962
H5 -2.0475 1.5681 0.4057
H6 2.3996 -0.0701 1.6210
H7 1.9790 2.6711 -0.1824
H8 -1.3220 -2.7251 -0.3215

Atoms 1-2, force components in eV/Å:
H 0.1 0.1 0.0
S 0.3 -0.5 0.3



Number 1: E_tot -1058.136196 hartree. Number 2: E_tot -816.332755 hartree.